# 1
105
Properties=species:S:1:pos:R:3:forces:R:3 method="wB97M-V/def2-TZVPD" charge=-1 de_lowest_kcal_mol=0.00 multiplicity=1 orbital_gap_ev=5.14
C -1.8667 -4.2102 -3.2360 0.394 0.087 -0.079
O -0.6982 -3.4550 -3.5722 -0.382 0.062 0.020
B -0.9879 -2.1502 -3.9432 0.460 -0.304 0.043
O -1.1092 -1.8649 -5.2883 -0.289 0.008 0.180
C -1.1034 -1.0587 -2.7828 -0.156 0.154 0.048
N -2.0551 0.0418 -3.0290 0.179 0.012 0.169
C -3.4177 -0.4426 -3.1549 0.118 0.356 -0.292
C -4.3701 0.1825 -2.1692 0.439 0.314 -0.215
O -5.1817 -0.4667 -1.5908 -0.933 -0.648 0.629
C -1.6637 0.9693 -4.0815 -0.446 0.504 -0.405
C -2.5268 2.2413 -4.1537 0.630 -0.302 0.306
C -1.7301 3.3935 -4.7111 -0.077 0.196 -0.443
O -1.5413 3.1775 -6.1109 -0.074 -0.160 -0.006
C 0.3007 -0.5516 -2.3461 0.412 -0.220 -0.287
C 1.2123 -0.3826 -3.5821 0.464 0.609 0.378
C 2.2378 0.7381 -3.3925 -0.604 0.161 -0.254
C 3.3048 0.6935 -4.4514 0.080 -0.194 0.620
F 2.7673 0.4981 -5.6782 -0.068 0.015 -0.303
F 4.1209 -0.3672 -4.2268 0.115 -0.107 -0.027
C 4.2160 1.9732 -4.4543 0.051 -0.162 -0.092
F 5.5082 1.6068 -4.5035 0.128 -0.068 -0.073
F 4.0371 2.6330 -3.2962 -0.051 0.169 0.176
C 4.0458 2.9581 -5.6455 -0.102 -0.338 0.049
F 4.2472 2.2398 -6.7621 0.045 0.005 -0.223
F 5.0232 3.8664 -5.5840 0.247 0.130 -0.020
C 2.6464 3.6513 -5.7949 0.046 0.351 -0.315
F 2.4158 3.8033 -7.1004 0.053 0.087 -0.143
F 1.6936 2.8670 -5.3067 -0.196 -0.070 0.061
S 2.4659 5.3865 -5.0204 -0.261 -0.360 0.346
F 3.5788 5.0585 -3.9591 0.126 0.185 0.248
F 1.3671 4.8843 -4.0028 -0.001 0.015 0.080
F 1.3150 5.7322 -6.0535 -0.180 0.069 -0.137
F 3.5438 5.9187 -6.0321 0.259 0.207 -0.315
F 2.3457 6.8332 -4.4225 -0.079 0.107 0.007
C 0.9007 -1.6304 -1.4355 -0.119 -0.134 -0.159
O 2.2221 -1.3377 -1.0267 -0.030 0.177 0.183
C 2.3601 -0.7686 0.2235 0.469 0.578 0.393
C 1.7284 -1.2895 1.3506 0.102 0.385 0.674
C 1.8818 -0.6777 2.6098 0.384 0.418 -0.644
C 2.6931 0.4584 2.7490 -0.110 -0.439 -0.852
C 3.3564 0.9512 1.6248 -0.399 -0.711 -0.530
C 3.1968 0.3483 0.3601 -0.201 -0.035 0.953
O 0.2520 0.7127 -1.7094 -0.133 -0.006 -0.009
C -0.3927 0.7980 -0.4599 -0.217 0.161 0.289
C -1.2432 2.0596 -0.3903 0.316 -0.286 0.799
C -0.3897 3.2442 -0.6946 -0.016 -0.230 0.417
O -0.3737 3.8298 -1.7066 -0.039 0.733 -1.213
I 0.9692 3.8909 0.8706 -0.012 -0.116 0.162
H -2.5574 -4.2369 -4.0775 -0.167 -0.045 -0.083
H -1.5626 -5.2221 -3.0095 0.102 -0.188 0.052
H -2.3640 -3.7901 -2.3632 -0.134 0.048 0.132
H -2.0108 -1.8874 -5.6184 0.011 0.096 -0.257
H -1.4939 -1.6058 -1.9195 -0.190 0.005 0.134
H -3.5096 -1.5120 -2.9819 0.109 -0.231 -0.075
H -3.8129 -0.2226 -4.1537 -0.099 -0.115 -0.177
H -4.3116 1.2645 -1.9871 0.246 0.276 -0.102
H -0.6556 1.3139 -3.9023 0.214 -0.084 0.225
H -1.6835 0.5100 -5.0743 0.126 -0.166 -0.057
H -3.4006 2.0808 -4.7776 -0.322 0.081 0.063
H -2.8118 2.5313 -3.1464 -0.256 -0.010 0.155
H -2.2609 4.3323 -4.5466 -0.111 0.113 0.022
H -0.7676 3.4688 -4.2113 0.109 -0.020 0.185
H -1.0730 3.9309 -6.4751 0.101 0.077 -0.051
H 1.7365 -1.3133 -3.7798 -0.093 -0.274 -0.088
H 0.6283 -0.0993 -4.4465 -0.107 -0.335 -0.268
H 1.6992 1.6742 -3.4889 0.069 0.155 0.169
H 2.6725 0.7430 -2.4065 0.294 -0.174 0.145
H 0.9361 -2.5541 -2.0039 0.023 -0.176 -0.078
H 0.2377 -1.8142 -0.5932 0.033 0.078 0.218
H 1.1056 -2.1684 1.2699 -0.018 -0.084 0.009
H 1.3736 -1.0661 3.4788 -0.104 -0.185 0.027
H 2.8176 0.9583 3.6946 -0.080 -0.067 0.216
H 3.9921 1.8186 1.7102 0.086 0.105 -0.007
H 3.7321 0.7661 -0.4781 -0.044 -0.091 -0.224
H 0.3383 0.8606 0.3453 0.248 -0.118 -0.002
H -1.0299 -0.0544 -0.2360 -0.138 -0.152 -0.168
H -2.0934 2.0233 -1.0558 -0.060 0.051 -0.318
H -1.5675 2.1372 0.6452 -0.221 0.038 0.091
C -2.7568 -0.2325 6.1989 -0.279 0.042 0.163
Si -2.2913 -1.5639 7.4678 0.811 -0.162 -0.452
C -3.7264 -2.8093 7.4550 -0.283 0.244 0.115
C -2.3434 -0.6996 9.1591 -0.376 0.096 -0.005
N -0.8050 -2.2123 7.0639 -0.257 -0.241 0.486
Si 0.0290 -3.4186 7.8684 -0.223 0.712 -0.692
C -0.8733 -5.0893 7.9413 0.276 -0.191 0.222
C 0.5185 -2.9858 9.6524 0.167 -0.352 0.088
C 1.6570 -3.7524 6.9535 0.063 -0.257 0.263
H -3.7285 0.2233 6.4249 0.031 0.028 -0.054
H -2.0019 0.5569 6.1894 0.033 -0.006 -0.021
H -2.8100 -0.6698 5.1990 0.037 -0.007 -0.021
H -4.6980 -2.2999 7.4972 0.013 -0.047 -0.001
H -3.6778 -3.4865 8.3111 0.050 -0.058 -0.015
H -3.6985 -3.4064 6.5416 0.038 -0.031 -0.009
H -1.4919 -0.0241 9.2619 0.045 -0.018 0.002
H -2.3125 -1.4202 9.9798 0.074 -0.024 0.013
H -3.2611 -0.1090 9.2781 0.038 -0.008 0.029
H -1.7118 -5.0632 8.6412 -0.067 0.033 -0.038
H -0.1999 -5.8915 8.2701 -0.047 0.000 -0.014
H -1.2555 -5.3540 6.9535 -0.038 0.031 -0.019
H 0.9743 -1.9944 9.6865 -0.032 0.040 -0.011
H 1.2437 -3.7059 10.0533 -0.021 0.040 0.018
H -0.3467 -2.9919 10.3194 -0.040 0.072 -0.005
H 2.2632 -2.8444 6.9198 -0.015 0.029 -0.036
H 1.4543 -4.0726 5.9288 -0.008 0.038 -0.028
H 2.2442 -4.5370 7.4461 0.039 0.023 -0.061

***

# 2
172
Properties=species:S:1:pos:R:3:forces:R:3 method="wB97M-V/def2-TZVPD" smiles="CCOP(=O)(OCC)OCC.CCOP(=O)(OCC)OCC.CCOP(=O)(OCC)OCC.CCOP(=O)(OCC)OCC.CN(C)C=O.CN(C)C=O.CN(C)C=O.ClCCCl.ClCCCl.ClCCCl.ClCCCl" charge=0 de_lowest_kcal_mol=0.00 multiplicity=1 orbital_gap_ev=9.51
C 9.9393 -4.6747 -17.9117 -0.243 -0.224 -1.119
C 10.9328 -5.7345 -17.4600 -0.547 1.098 -0.095
O 11.4395 -5.3372 -16.1697 0.165 -0.631 0.116
P 12.2085 -6.4034 -15.2601 -0.019 -0.724 1.183
O 11.6203 -7.7553 -15.2132 0.202 0.948 -0.296
O 13.7587 -6.4090 -15.6976 -0.378 0.267 0.006
C 14.1382 -7.0876 -16.9079 -0.949 0.310 -0.259
C 14.5589 -6.1105 -17.9839 1.621 -0.843 -0.189
O 12.2630 -5.6615 -13.8533 0.143 -0.769 -0.796
C 12.8711 -4.3589 -13.7384 -0.434 0.086 -0.697
C 13.3089 -4.1285 -12.3158 -0.213 0.533 -0.332
H 9.7528 -4.8437 -18.9793 0.105 -0.057 -0.017
H 8.9486 -4.7964 -17.4760 0.203 0.116 0.483
H 10.2712 -3.6399 -17.8558 0.191 -0.086 0.402
H 10.3788 -6.6719 -17.4557 0.453 -0.290 0.438
H 11.7826 -5.7838 -18.1369 -0.067 -0.139 -0.167
H 14.9563 -7.7684 -16.6819 0.038 0.086 0.142
H 13.2959 -7.6931 -17.2535 0.047 -0.103 0.084
H 13.8674 -5.3700 -18.3701 -0.251 -0.040 0.339
H 15.5027 -5.6549 -17.6682 -0.288 0.495 0.089
H 14.9079 -6.7442 -18.8086 -0.335 0.132 -0.238
H 13.6584 -4.2730 -14.4929 0.257 -0.019 0.395
H 12.0911 -3.6586 -14.0584 0.182 0.199 0.315
H 12.4267 -4.0866 -11.6764 0.085 -0.145 0.141
H 14.0201 -4.8630 -11.9458 -0.035 -0.094 -0.104
H 13.7728 -3.1402 -12.3023 0.101 -0.033 0.113
C 7.3109 -2.4462 -6.2401 -0.134 0.252 0.126
C 6.1732 -1.7724 -5.4930 -0.647 -0.746 0.078
O 6.4896 -0.4189 -5.1505 0.678 0.385 -0.309
P 6.7177 0.7262 -6.2521 -1.446 0.212 -0.016
O 5.6208 0.8870 -7.2205 0.336 -0.284 0.184
O 6.9359 1.9851 -5.3196 0.182 -0.274 -0.218
C 5.8806 2.5437 -4.5182 0.340 0.179 0.873
C 5.8646 1.9061 -3.1365 0.278 0.091 -0.139
O 8.1329 0.4551 -6.8906 -0.286 -0.278 0.098
C 8.6445 1.2457 -7.9730 1.373 0.534 -0.443
C 9.3391 2.4773 -7.4147 0.427 0.377 0.503
H 7.2886 -3.5329 -6.1655 -0.363 0.002 -0.143
H 7.3161 -2.1279 -7.2809 0.283 -0.119 -0.025
H 8.2311 -2.1497 -5.7339 0.141 0.102 -0.267
H 5.1888 -1.7638 -5.9689 0.305 -0.056 -0.576
H 5.9790 -2.3451 -4.5815 0.303 0.551 0.355
H 6.1647 3.5896 -4.4060 -0.160 0.044 -0.168
H 4.8892 2.4839 -4.9672 0.209 -0.136 -0.447
H 6.8696 1.8825 -2.7125 0.054 0.144 -0.074
H 5.2523 2.5260 -2.4798 -0.178 -0.255 0.033
H 5.5258 0.8741 -3.1825 -0.279 0.060 0.114
H 9.4367 0.6609 -8.4484 0.035 -0.385 0.407
H 7.9730 1.4043 -8.8174 -0.797 0.179 0.606
H 8.7353 3.2981 -7.0263 -0.516 -0.236 -0.296
H 9.9323 2.1546 -6.5550 0.032 -0.145 -0.068
H 10.0832 2.9037 -8.0892 -0.214 -0.164 -0.291
C 11.5259 -1.8691 -6.3381 1.031 1.069 0.410
C 12.6633 -0.8293 -6.1487 -0.704 -1.276 -0.516
O 12.4383 0.0844 -5.0849 -0.285 -0.159 1.174
P 12.1204 -0.3966 -3.5694 1.679 2.211 -0.132
O 12.3665 0.7088 -2.6093 -0.424 -1.015 -0.798
O 13.0840 -1.6433 -3.4256 -0.399 0.212 -0.637
C 13.6438 -2.0695 -2.1927 -0.356 -0.905 0.800
C 14.5710 -3.2374 -2.4735 0.470 0.797 -0.510
O 10.6751 -0.9893 -3.5598 -0.171 -0.254 -0.470
C 9.4767 -0.1976 -3.5844 -0.945 -0.423 1.359
C 8.4865 -0.9813 -2.7321 -1.116 -0.063 -0.317
H 10.6709 -1.2925 -6.6918 -0.361 -0.538 -0.130
H 11.9342 -2.6196 -7.0131 -0.580 0.144 -0.336
H 11.3326 -2.3558 -5.3860 -0.262 -0.071 -0.119
H 13.5830 -1.4074 -6.0277 -0.105 0.813 0.513
H 12.7101 -0.2384 -7.0623 0.274 0.161 0.235
H 14.1127 -1.2527 -1.6435 0.069 0.126 -0.305
H 12.8268 -2.4560 -1.5717 0.014 0.209 0.078
H 14.0234 -4.0212 -2.9916 0.035 -0.259 0.377
H 15.3740 -2.9373 -3.1542 -0.068 0.148 -0.030
H 15.0782 -3.5374 -1.5584 -0.309 -0.368 0.077
H 9.6146 0.8080 -3.1896 0.504 -0.047 0.041
H 8.9958 -0.1170 -4.5559 0.772 -0.051 -0.440
H 8.0316 -1.7502 -3.3608 0.197 -0.228 0.105
H 8.8445 -1.4684 -1.8283 0.500 0.278 -0.047
H 7.6311 -0.3616 -2.4574 0.125 0.191 0.047
C 16.6159 3.7486 -18.7615 0.625 1.051 -0.393
C 16.6776 2.2566 -18.4892 -1.413 0.651 -0.817
O 17.6931 1.8426 -17.5934 -0.040 -0.373 0.216
P 17.6263 2.1922 -16.0500 0.874 -0.542 0.468
O 17.6419 3.6139 -15.7134 -0.191 -0.305 0.182
O 16.3493 1.3358 -15.5583 0.880 0.570 -0.562
C 15.8875 1.5421 -14.2172 -0.928 0.436 0.808
C 14.3654 1.6585 -14.2380 0.299 -1.444 -0.720
O 18.9397 1.4228 -15.4932 -0.776 0.678 -0.401
C 19.0051 -0.0057 -15.5127 -0.648 -0.509 -0.620
C 19.0877 -0.5577 -14.1051 0.075 0.043 0.443
H 15.7793 4.0217 -19.4087 -0.149 -0.441 0.015
H 16.5339 4.3974 -17.8897 -0.113 -0.471 0.335
H 17.4935 4.1427 -19.2831 0.154 -0.375 0.008
H 15.6645 1.9764 -18.1766 0.269 -0.311 0.615
H 16.8025 1.7111 -19.4250 0.469 -0.001 0.073
H 16.1828 0.6681 -13.6358 0.131 0.095 0.091
H 16.2807 2.4609 -13.7783 0.463 -0.105 -0.205
H 14.0585 2.2621 -15.0909 -0.120 0.422 0.349
H 14.0110 0.6430 -14.4479 -0.232 0.066 -0.046
H 13.9124 1.9274 -13.2878 0.179 0.480 -0.068
H 18.1216 -0.3796 -16.0369 -0.193 0.009 0.344
H 19.8078 -0.3536 -16.1666 0.396 0.441 0.250
H 18.7170 0.1887 -13.4009 -0.149 -0.011 -0.060
H 18.4753 -1.4521 -13.9778 0.019 -0.024 -0.068
H 20.1033 -0.7827 -13.7779 0.063 -0.023 -0.185
C 16.9698 -2.3756 -17.4538 0.282 -0.553 -0.088
N 16.3182 -2.5876 -16.1920 -0.913 0.236 0.987
C 16.8491 -3.6513 -15.3437 -0.338 0.180 -0.534
C 15.3723 -1.7534 -15.6986 0.065 0.246 0.038
O 15.0059 -1.7195 -14.5363 -0.100 -0.259 0.104
H 18.0372 -2.2217 -17.2621 -0.044 0.365 -0.217
H 16.5204 -1.5373 -17.9811 0.132 0.074 0.029
H 16.9315 -3.2712 -18.0833 -0.266 0.042 -0.008
H 16.6017 -4.5708 -15.8800 0.920 -0.261 0.053
H 17.8974 -3.4061 -15.1639 0.197 -0.740 -0.140
H 16.3683 -3.7661 -14.3787 -0.286 0.634 -0.096
H 14.9136 -1.0721 -16.4333 0.308 -0.016 -0.194
C 12.1532 -0.4865 -9.7012 -0.498 1.455 0.295
N 13.3151 -1.0257 -10.3395 0.607 -1.049 -0.013
C 13.7704 -0.3893 -11.5638 -0.285 0.043 -0.287
C 14.0641 -1.9742 -9.7417 0.087 1.361 -0.486
O 13.8775 -2.4355 -8.6253 -1.361 0.692 -1.930
H 11.2729 -0.4591 -10.3494 0.160 -0.289 -0.225
H 12.3788 0.5569 -9.4377 -0.251 -0.090 -0.054
H 11.8709 -0.9597 -8.7654 0.319 -0.490 -0.254
H 13.0328 -0.5250 -12.3560 -0.116 0.194 0.053
H 13.9353 0.6769 -11.3918 -0.151 0.036 0.025
H 14.6989 -0.7900 -11.9704 0.052 -0.330 0.407
H 14.9568 -2.1721 -10.3508 0.032 -0.494 0.151
C 15.4981 3.5980 -6.9050 -0.535 -0.344 0.309
N 14.4961 3.0613 -7.8340 0.771 -0.802 1.361
C 14.6539 3.3855 -9.2203 0.235 0.178 -0.826
C 13.4417 2.3519 -7.3095 0.216 1.832 -1.117
O 12.4209 2.1615 -7.9511 0.256 -0.774 0.411
H 15.5394 4.6744 -7.0654 0.376 0.023 0.119
H 16.4795 3.1169 -6.9009 0.076 0.133 -0.807
H 15.1830 3.4012 -5.8792 -0.359 0.248 -0.046
H 14.0153 2.7762 -9.8567 -0.324 0.121 0.216
H 14.4961 4.4477 -9.4309 -0.396 -0.010 0.109
H 15.6726 3.2087 -9.5829 0.115 -0.245 0.409
H 13.6083 2.1357 -6.2441 -0.345 -0.364 -0.073
Cl 16.1789 0.2009 -5.8765 0.201 -0.010 0.367
C 16.1479 -0.3717 -7.5542 -0.776 0.414 -0.213
C 17.3684 0.0900 -8.3146 -0.391 0.442 0.730
Cl 17.0566 -0.1600 -10.0524 0.361 0.031 -0.062
H 15.2386 0.0400 -7.9888 0.026 0.120 -0.110
H 16.0853 -1.4576 -7.5812 -0.303 1.263 0.516
H 18.2487 -0.4392 -7.9556 0.111 -0.127 -0.422
H 17.5070 1.1541 -8.1302 0.133 0.004 -0.269
Cl 16.8195 -3.5767 -11.8093 -0.383 0.344 -0.161
C 18.2342 -4.3496 -11.0584 -0.127 -0.506 -0.348
C 19.4684 -3.8298 -11.7969 -1.226 -0.182 0.208
Cl 20.9362 -4.5948 -11.1519 -0.047 0.377 -0.048
H 18.0514 -5.4103 -11.2167 0.395 -0.071 0.060
H 18.1478 -4.1368 -9.9967 0.535 0.109 -0.149
H 19.4102 -2.7432 -11.7354 0.798 0.022 0.280
H 19.3623 -4.0778 -12.8507 0.220 -0.172 0.005
Cl 11.0276 4.1392 -11.3696 0.137 -0.070 0.260
C 9.5699 3.2609 -11.8406 -0.934 -0.033 -0.631
C 9.7597 1.7600 -11.9510 0.658 0.388 0.391
Cl 10.9655 1.3844 -13.2152 -0.113 -0.159 -0.085
H 9.2514 3.6855 -12.7921 0.129 -0.136 -0.093
H 8.7544 3.4839 -11.1518 0.251 -0.052 0.315
H 8.8447 1.2221 -12.1813 -0.095 0.192 -0.078
H 10.1745 1.3932 -11.0133 -0.055 -0.114 -0.017
Cl 13.5387 -4.3738 -5.8734 -0.143 -0.467 0.071
C 14.8011 -3.3840 -6.6041 0.575 0.416 0.603
C 15.4811 -4.1138 -7.7399 0.237 -0.391 0.125
Cl 16.8424 -3.0646 -8.2631 0.994 -1.831 -0.402
H 15.4894 -3.0830 -5.8160 0.277 -0.485 0.113
H 14.3592 -2.4545 -6.9639 0.310 -0.962 0.382
H 14.8748 -4.2053 -8.6363 -0.093 -0.206 0.485
H 15.8797 -5.0834 -7.4556 0.188 0.060 0.180

***

# 3
20
Properties=species:S:1:pos:R:3:forces:R:3 method="wB97M-V/def2-TZVPD" smiles=O[C@@]12O[C@@H](CS1)c1ccccc12 charge=0 de_lowest_kcal_mol=36.11 multiplicity=1 orbital_gap_ev=8.99
O 2.0762 -1.8779 0.7147 1.642 -1.811 -0.196
C 1.5395 -0.7952 0.2116 -1.311 3.861 1.814
O 1.5642 0.3513 1.3524 0.138 -0.423 -1.557
C 0.7748 1.3547 0.6910 0.513 0.435 0.249
C 1.6170 1.7420 -0.5972 0.676 -0.174 1.616
S 2.1422 0.1656 -1.2469 1.027 -1.484 -0.883
C -0.3939 0.5646 0.2315 0.207 -2.580 -0.124
C -1.7384 0.8393 0.1927 1.649 3.757 -0.405
C -2.6259 -0.0931 -0.2512 0.052 -1.645 1.383
C -2.2348 -1.4272 -0.4057 0.853 -0.024 -0.602
C -0.8897 -1.8124 -0.2564 1.998 0.847 -1.111
C 0.0686 -0.7588 -0.0103 -2.875 -1.184 0.601
H 3.0661 -1.9704 0.6890 -1.393 0.751 -0.192
H 0.4064 2.2121 1.3541 1.203 -1.056 -0.769
H 0.9859 2.2809 -1.2749 0.011 0.374 -0.574
H 2.6358 2.1564 -0.4159 -1.347 0.713 0.338
H -1.8912 1.9732 0.3513 -0.786 -2.005 -0.012
H -3.6457 0.0394 -0.0449 -1.489 0.598 -0.627
H -2.9993 -2.1178 -0.7527 0.235 -0.187 0.383
H -0.4580 -2.8265 -0.5321 -1.002 1.238 0.667